(1)
H80O40 | wB97M-V/def2-TZVPD

Calculated values
* HOMO-LUMO gap: 9.29 eV
* ΔE to the lowest compared entry with this formula, charge and spin: 161.77 kcal per mole

Last column: Mulliken charge in e.
Geometry (Å):
H1 2.97731 1.35292 -0.12979  0.52
H2 1.51077 0.81002 -0.19351  -0.53
O1 2.37541 0.72429 -0.59660  0.53
H3 -0.97020 5.27317 3.04592  0.36
H4 0.30274 5.50073 3.64025  0.30
O2 -0.57314 5.18512 3.92545  -0.67
H5 -4.11710 -1.50290 -0.71857  0.26
H6 -2.70148 -1.95867 -0.22012  0.07
O3 -3.24564 -1.78853 -0.99735  -0.42
H7 0.59877 1.56245 1.45555  -0.32
H8 1.60403 0.50829 1.69352  -0.45
O4 1.29459 1.32120 2.09215  1.18
H9 3.90387 -3.90199 -3.56233  0.31
H10 3.48341 -3.74240 -2.12647  0.27
O5 4.00330 -4.32828 -2.70707  -0.72
H11 1.78354 3.10671 3.65754  0.18
O6 2.32300 3.69676 4.18596  -0.69
H12 -0.38827 -2.88402 2.68939  0.07
O7 -0.38019 -2.34463 1.88577  -0.22
H13 -2.54101 0.05175 1.58693  -0.02
H14 -1.93089 -1.47938 1.58405  0.08
O8 -2.69667 -0.89051 1.52742  0.11
H15 5.21937 -3.93734 0.10492  0.26
H16 5.79571 -2.69368 0.69426  0.26
O9 4.97047 -3.03015 0.32356  -0.50
H17 -0.91887 0.73819 4.40724  0.20
H18 -1.64068 -0.63303 4.46332  0.16
O10 -0.99889 -0.12012 3.96259  -0.16
H19 2.52770 3.16869 -0.60350  0.24
H20 3.87396 2.76132 -1.24600  0.32
O11 3.43883 2.95374 -0.39491  -0.68
H21 2.56600 -5.97082 -2.06888  0.34
O12 2.77555 -6.13884 -1.14248  -0.62
H22 -6.19958 -0.85686 0.04170  0.31
H23 -5.35983 0.25961 0.58219  0.31
O13 -5.89625 0.03297 -0.18532  -0.64
H24 1.26579 0.29493 5.32222  0.38
H25 0.90136 -0.37232 4.12947  0.28
O14 1.72166 -0.04134 4.53641  -0.68
H26 -1.33776 -0.18344 -0.40727  -0.09
H27 -0.56084 -1.31271 -0.89550  -0.16
O15 -0.41587 -0.46242 -0.45110  0.62
H28 1.47969 5.96640 -0.78342  0.27
H29 0.23917 5.14124 -0.60208  0.28
O16 1.02109 5.43009 -0.13169  -0.59
H30 4.86786 1.44738 -3.00197  0.27
H31 6.08702 1.64248 -2.25551  0.27
O17 5.18199 1.97711 -2.25100  -0.65
H32 -1.46079 1.11474 -3.22778  0.02
H33 -0.11071 1.24292 -2.59414  0.13
O18 -0.99302 1.63559 -2.56596  0.15
H34 -1.43990 -2.01027 -5.77097  0.24
O19 -1.64690 -2.40324 -4.91569  -0.49
H35 -4.34580 2.85306 -3.86350  0.20
H36 -3.48392 1.59080 -3.42640  0.26
O20 -3.77478 2.48925 -3.18760  -0.47
H37 1.55079 0.46337 -5.60966  0.31
O21 2.11897 -0.25410 -5.31824  -0.59
H38 -1.81497 -3.37200 3.77545  0.25
H39 -2.29260 -3.02691 5.17481  0.31
O22 -1.50157 -3.23606 4.67576  -0.63
H40 -2.35710 -5.97259 0.35341  0.24
H41 -1.20754 -4.84230 0.42485  0.46
O23 -2.14517 -5.07728 0.61011  -0.64
H42 -5.82071 -3.08041 1.43001  0.27
H43 -4.48330 -2.42334 1.46466  0.26
O24 -5.41392 -2.21181 1.33435  -0.61
H44 3.48267 2.45210 2.18002  0.31
H45 3.20527 1.09387 2.37984  0.20
O25 3.95473 1.62864 1.97832  -0.65
H46 -1.11212 -3.42956 -1.66718  0.30
H47 -1.86866 -2.79755 -2.88456  0.26
O26 -1.03402 -2.83480 -2.41608  -0.59
H48 -0.30828 -3.25765 0.53784  0.79
H49 0.97616 -3.78725 0.10501  0.06
O27 0.04659 -3.90451 -0.12483  -0.99
H50 -2.71047 4.63460 -2.54365  0.30
H51 -1.85488 4.02212 -1.56825  0.21
O28 -1.78748 4.69028 -2.26012  -0.55
H52 -3.74846 3.56489 -1.05720  0.19
H53 -4.33727 2.19699 -0.80322  0.33
O29 -4.05995 3.00048 -0.34811  -0.62
H54 3.57124 -1.18843 -1.95709  0.10
H55 3.23148 0.23881 -2.11787  0.49
O30 3.73502 -0.46090 -2.56506  -0.70
H56 -0.43100 2.88454 -0.84046  -0.26
H57 -1.09333 2.53151 0.35865  0.20
O31 -0.23438 2.91475 0.11068  -0.08
H58 -4.40392 -0.32392 -3.58185  0.31
O32 -3.79824 0.01305 -4.25159  -0.61
H59 0.81648 2.27626 5.21567  0.37
H60 -0.37294 2.30052 6.28008  0.25
O33 0.22354 1.75234 5.76571  -0.69
H61 -2.05452 -3.21511 -5.25027  0.26
H62 2.90150 3.20316 4.77017  0.33
H63 1.59567 -0.79089 -4.72220  0.28
H64 0.39495 -1.77572 1.99280  -0.02
H65 3.50316 -5.52116 -1.06239  0.26
H66 -4.34958 0.15521 -5.02528  0.27
O34 -2.46719 3.81858 3.47873  -0.62
H67 -1.56218 3.69438 3.84068  0.36
H68 -2.92618 4.01742 4.30005  0.28
O35 2.83397 -1.15092 1.49679  -0.41
H69 3.57541 -1.66494 1.84366  0.26
H70 2.95332 -0.32954 2.02892  -0.14
O36 2.20183 3.92704 -3.39399  -0.56
H71 1.62086 4.42412 -2.81676  0.26
H72 1.86564 3.93795 -4.29353  0.27
O37 -4.48635 -1.35261 3.80218  -0.61
H73 -5.14620 -1.99412 3.53113  0.32
H74 -4.37531 -0.82115 3.00864  0.25
O38 2.35286 -3.99245 1.58487  -0.60
H75 2.58367 -3.18780 2.05045  0.31
H76 3.09076 -4.35525 1.10967  0.23
O39 0.02394 2.07802 -5.28180  -0.61
H77 -0.77535 1.70626 -5.65959  0.27
H78 -0.24185 2.64558 -4.54809  0.25
O40 1.84561 -2.93788 -1.67895  0.17
H79 1.78770 -2.27689 -0.97960  -0.02
H80 0.94009 -3.26350 -1.82858  0.16

=====

(2)
C23H16Br2Cl2N3O2Sc | wB97M-V/def2-TZVPD

Calculated values
* HOMO-LUMO gap: 6.38 eV

Last column: Mulliken charge in e.
Geometry (Å):
Sc1 -0.92023 -0.41882 -0.16722  0.21
Br1 3.25221 5.27354 -0.70435  -0.20
C1 1.59732 4.38893 -0.46292  0.01
C2 1.59256 3.03817 -0.15762  -0.98
C3 0.37189 2.40523 0.00735  0.45
C4 -0.82907 3.09180 -0.13119  0.21
C5 -0.79200 4.44872 -0.42158  -0.67
C6 0.41808 5.10488 -0.59213  -0.44
C7 -2.17425 2.41542 -0.00048  0.13
O1 -3.18687 3.06706 0.10600  -0.68
O2 -2.12488 1.10249 -0.00848  -0.45
H1 2.51894 2.48833 -0.06216  0.55
H2 0.40193 1.35581 0.26764  0.77
H3 -1.73001 4.97933 -0.51609  0.50
H4 0.44768 6.15995 -0.82860  0.43
Br2 -2.63385 0.04718 2.95847  -0.08
C8 -0.77209 -0.21634 3.13029  0.27
C9 -0.19229 -0.02484 4.36920  -0.72
C10 1.16368 -0.27419 4.49087  -0.24
C11 1.87513 -0.71277 3.38824  -0.82
C12 1.21504 -0.86121 2.18376  -0.09
N1 -0.10030 -0.60351 2.04551  0.33
H5 -0.79310 0.30402 5.20384  0.44
H6 1.65479 -0.13000 5.44522  0.40
H7 2.93221 -0.93013 3.44631  0.46
H8 1.70266 -1.17492 1.26642  0.32
C13 -3.43434 -4.71054 0.06837  -0.05
C14 -2.05297 -4.65996 -0.02716  -0.94
C15 -1.43040 -3.42651 0.00716  -0.11
N2 -2.12343 -2.28093 0.10448  -0.04
C16 -3.45850 -2.33554 0.19524  -0.13
C17 -4.15073 -3.52840 0.18835  -0.91
H9 -3.95036 -5.66198 0.04850  0.39
H10 -1.45823 -5.55717 -0.12639  0.42
H11 -0.35583 -3.31745 -0.08254  0.52
H12 -3.97166 -1.38457 0.27123  0.57
H13 -5.22910 -3.52417 0.26505  0.40
Cl1 3.65596 -2.02799 -0.79815  -0.25
C18 2.86549 -1.07268 -2.03057  0.67
C19 3.59096 -0.67770 -3.13683  -0.64
C20 3.00471 0.09858 -4.13337  -0.37
C21 1.67685 0.47153 -3.99562  -0.92
C22 0.99031 0.05764 -2.87510  0.97
Cl2 -0.70670 0.50835 -2.66513  -0.19
C23 1.50481 -0.72298 -1.81231  -0.68
N3 0.75294 -1.07651 -0.75603  -0.02
H14 4.62720 -0.97904 -3.22047  0.39
H15 3.57506 0.40932 -4.99779  0.38
H16 1.18278 1.07456 -4.74720  0.42